Entry 1:
# H80O40

A cluster of 40 separate species, H80O40 in total at a distorted geometry (the ωB97M-V functional and the def2-TZVPD basis, OMol25).

Structure (XYZ):
```
120
Properties=species:S:1:pos:R:3
H -1.42 -4.73 4.37
H -1.93 -4.00 3.09
O -1.89 -4.85 3.55
H 1.25 3.05 -3.20
H 2.75 2.64 -3.11
O 1.89 2.39 -3.48
H 0.76 -2.14 -2.51
H 0.94 -1.46 -1.06
O 0.39 -1.98 -1.64
H 3.96 2.85 1.97
H 3.63 1.34 2.16
O 3.51 2.21 2.54
H 2.74 -1.41 6.10
H 1.56 -1.91 5.34
O 2.49 -2.11 5.51
H -2.83 -2.42 2.58
O -1.88 -2.32 2.67
H 2.21 4.33 -1.17
O 3.04 4.81 -1.24
H -3.02 -0.03 -3.06
H -2.82 1.48 -3.40
O -3.31 0.68 -3.64
H -2.53 5.01 -0.21
H -3.86 4.74 0.70
O -3.48 5.09 -0.11
H -0.03 3.16 1.82
H 0.99 2.36 1.03
O 0.30 3.03 0.92
H 2.24 -5.85 1.34
H 3.23 -5.45 2.58
O 2.72 -5.17 1.83
H -5.67 -2.07 -1.44
O -4.85 -1.57 -1.48
H -0.33 4.75 -2.05
H 0.26 3.98 -0.92
O 0.23 3.99 -1.90
H -3.67 -1.45 0.03
H -3.25 -0.17 0.17
O -2.84 -1.04 0.32
H -0.06 -5.51 0.49
H -0.07 -6.84 0.03
O 0.57 -6.24 0.44
H 2.54 -3.53 0.88
H 3.61 -2.72 -0.22
O 3.00 -2.76 0.51
H -1.48 6.32 0.02
H -0.66 5.28 0.89
O -0.72 5.75 0.05
H 3.98 -0.43 0.60
H 2.84 -1.08 1.20
O 3.08 -0.20 0.85
H 1.62 -1.46 0.85
O 0.91 -1.43 1.53
H 3.25 4.98 1.15
H 4.27 4.51 0.25
O 4.12 4.60 1.22
H -2.71 2.03 -0.32
O -2.40 2.73 -0.89
H -1.95 4.01 2.76
H -2.93 3.03 2.99
O -2.50 3.45 2.22
H -1.30 -1.85 6.28
H -1.10 -0.41 6.27
O -0.61 -1.22 6.49
H 0.13 -3.39 0.61
H -1.03 -2.58 -0.31
O -0.71 -3.31 0.19
H 5.07 0.89 -2.70
H 5.45 -0.42 -3.31
O 5.52 0.04 -2.48
H 0.68 -3.33 4.81
H 0.85 -3.89 3.43
O 0.66 -4.16 4.34
H 1.85 1.46 -5.08
H 1.47 0.81 -6.50
O 2.06 0.79 -5.74
H 0.23 6.46 3.14
H -0.53 5.19 3.57
O -0.42 5.82 2.84
H -1.28 -0.03 2.27
H -1.54 1.26 1.65
O -0.79 0.79 2.04
H -5.26 -0.21 -0.40
H -5.49 1.37 -0.57
O -5.16 0.67 0.01
H -3.98 -3.73 -3.83
H -2.87 -3.10 -4.74
O -3.68 -2.93 -4.27
H 2.83 -0.22 -2.52
O 2.00 0.15 -2.22
H 5.00 3.00 -2.54
H 4.94 2.20 -1.25
O 4.45 2.38 -2.06
H 0.17 -0.83 1.42
H -1.50 -2.25 1.78
H -1.62 2.50 -1.37
H 3.00 5.61 -0.72
H -4.50 -1.77 -2.37
H 2.01 1.11 -2.34
O -1.05 -0.89 -5.26
H -1.75 -0.68 -4.65
H -0.92 -0.75 -6.17
O -0.90 2.44 4.04
H -0.21 3.02 4.41
H -0.50 1.57 4.06
O 1.50 1.07 4.04
H 1.49 1.01 3.09
H 0.92 0.41 4.43
O 1.37 -3.72 -4.15
H 2.20 -4.07 -3.83
H 1.41 -3.47 -5.07
O 0.23 -6.39 -2.73
H 0.19 -5.81 -3.50
H 0.04 -5.84 -1.97
O -4.97 3.29 -1.98
H -4.48 2.53 -2.30
H -4.29 3.96 -1.84
O -1.84 -4.23 -2.74
H -1.12 -3.62 -2.90
H -2.30 -3.89 -1.97
```

Summary:
**Charge**: 0
**Orbital gap**: 9.44 eV
**Spin multiplicity**: 1
**E_LUMO**: -0.0157 Eh
**Relative energy (zero: lowest compared OMol25 entry of this formula, charge and spin)**: 182.4 kcal per mole
**Max |F|**: 4.252 eV Å⁻¹



Entry 2:
# H80O40

A cluster of 40 separate species, H80O40 in total at a distorted geometry (the ωB97M-V functional and the def2-TZVPD basis, OMol25).

Structure (XYZ):
```
120
Properties=species:S:1:pos:R:3
H -2.40 1.60 -3.19
H -3.35 2.56 -2.47
O -3.06 2.14 -3.34
H -1.83 0.07 3.36
H -3.19 0.74 3.65
O -2.68 0.18 3.13
H 1.51 5.75 -2.90
H 1.38 4.75 -1.77
O 1.51 4.80 -2.65
H 3.55 -3.92 2.90
H 4.07 -3.30 4.29
O 3.44 -3.24 3.55
H -3.61 0.14 0.30
H -3.64 1.27 1.19
O -4.14 0.97 0.42
H 2.76 0.55 5.34
O 2.62 -0.15 5.99
H 4.55 -0.06 -2.38
O 5.48 0.00 -2.23
H 2.06 -1.64 -1.17
H 2.23 -0.34 -2.10
O 2.65 -0.92 -1.41
H 4.31 3.53 3.29
H 3.97 2.03 2.78
O 4.55 2.60 3.28
H 5.02 3.18 -0.59
H 5.99 2.95 0.66
O 5.85 3.54 -0.02
H -0.43 -1.49 5.49
H -1.12 -1.66 6.58
O -0.68 -0.99 6.23
H -3.24 3.25 -0.68
O -2.39 3.39 -0.37
H -1.84 1.23 -6.39
H -0.50 1.03 -6.74
O -1.34 0.60 -6.81
H -0.75 4.87 1.62
H -0.33 6.07 2.40
O -0.66 5.81 1.42
H -0.45 1.58 -1.37
H -1.87 1.48 -0.85
O -1.27 0.85 -1.23
H -0.95 -1.69 -1.86
H -0.53 -2.99 -2.63
O -0.68 -2.65 -1.72
H -1.34 -4.43 -0.22
H -2.21 -3.54 0.44
O -1.89 -4.46 0.55
H -4.42 -2.45 -1.46
H -4.13 -3.30 -2.76
O -4.82 -3.08 -2.16
H -4.97 -0.40 -3.96
O -5.70 -0.93 -3.71
H -0.13 -5.58 -2.50
H 0.71 -6.55 -1.47
O 0.14 -5.75 -1.56
H -6.02 -1.02 1.34
O -5.18 -0.74 1.70
H 4.08 2.89 -2.26
H 4.43 1.63 -1.57
O 4.08 2.58 -1.35
H 3.58 -3.60 -1.93
H 2.79 -3.01 -3.12
O 2.93 -3.83 -2.76
H -1.90 -1.06 -5.72
H -2.80 -2.38 -5.47
O -1.89 -1.88 -5.30
H 0.66 3.22 4.50
H 2.19 3.41 4.88
O 1.50 3.34 4.23
H 2.43 3.57 -4.72
H 2.42 3.50 -3.38
O 2.60 2.83 -4.04
H 6.44 -0.60 2.24
H 5.63 -1.32 1.06
O 5.52 -0.77 1.82
H -1.78 -4.64 -3.20
H -2.46 -4.68 -4.66
O -2.19 -4.09 -4.00
H 2.61 0.14 -4.87
H 1.06 -0.30 -4.78
O 1.72 0.16 -4.42
H -5.85 3.00 2.17
H -5.46 1.84 1.38
O -5.78 2.02 2.21
H 0.10 2.04 2.64
H -1.51 2.07 2.15
O -0.80 2.34 2.84
H -2.72 -1.60 -3.28
O -2.92 -0.76 -2.85
H 1.32 -3.91 5.25
H 1.75 -2.51 4.38
O 1.04 -2.97 4.90
H -5.66 -1.55 -3.17
H 1.75 -0.24 5.67
H -5.32 -0.02 2.45
H 5.66 -0.93 -1.98
H -2.64 3.54 0.62
H -3.35 -0.99 -1.95
O 1.39 1.35 1.46
H 1.75 1.78 0.62
H 1.16 0.53 1.12
O 2.06 0.36 3.66
H 2.24 0.97 2.97
H 2.49 -0.41 3.18
O -0.97 -3.41 3.32
H -0.29 -2.88 3.86
H -0.43 -4.19 2.86
O 4.49 -2.87 0.20
H 4.85 -3.86 0.37
H 3.63 -3.08 0.55
O -3.63 4.10 2.96
H -3.32 4.86 2.46
H -2.92 3.33 3.10
O -3.12 -1.88 -0.17
H -2.57 -2.23 0.49
H -3.86 -1.40 0.37
O 1.87 1.59 -1.48
H 1.42 1.40 -2.22
H 2.54 2.03 -1.57
```

Summary:
**Charge**: 0
**Orbital gap**: 8.96 eV
**Spin multiplicity**: 1
**E_LUMO**: -0.0299 Eh
**Relative energy (zero: lowest compared OMol25 entry of this formula, charge and spin)**: 376.9 kcal per mole
**Max |F|**: 13.571 eV Å⁻¹



Entry 3:
# H80O40

A cluster of 40 separate species, H80O40 in total at a distorted geometry (the ωB97M-V functional and the def2-TZVPD basis, OMol25).

Structure (XYZ):
```
120
Properties=species:S:1:pos:R:3
H -2.01 -0.15 -0.36
H -3.32 -1.21 -0.44
O -2.31 -1.17 -0.45
H -0.49 0.73 0.85
H 1.12 0.66 0.86
O 0.31 0.25 0.64
H -3.44 3.60 -3.09
H -3.80 3.47 -4.52
O -4.17 3.56 -3.67
H 3.08 2.82 2.24
H 4.10 3.66 1.72
O 3.16 3.57 1.67
H -1.13 -0.28 -4.72
H -2.22 0.68 -4.85
O -1.23 0.69 -4.73
H 0.56 -1.74 -4.02
O 0.67 -0.80 -3.63
H -0.52 -4.13 -1.12
O -0.03 -3.26 -1.46
H 4.39 0.02 -0.15
H 3.03 -0.21 0.28
O 3.97 -0.69 0.35
H -1.95 2.91 3.77
H -2.89 1.75 3.29
O -2.13 2.24 3.22
H 2.44 4.61 -0.62
H 2.51 3.90 -1.91
O 2.29 3.64 -0.97
H -0.79 -4.17 0.52
H -0.13 -5.47 0.44
O -0.86 -5.15 0.80
H 3.38 -4.11 0.83
O 2.83 -3.27 1.07
H 3.79 2.47 4.33
H 2.39 2.69 5.11
O 2.95 2.57 4.22
H -3.16 -3.21 2.15
H -2.22 -2.48 1.37
O -2.98 -2.29 1.90
H -3.57 -0.49 3.64
H -4.75 0.41 2.97
O -4.04 0.38 3.78
H 2.73 -0.17 -2.69
H 4.28 0.46 -2.92
O 3.43 -0.09 -3.35
H 3.98 -2.15 -2.43
H 3.51 -2.65 -1.04
O 3.67 -2.85 -1.97
H 3.22 -2.96 3.11
H 2.60 -1.79 2.76
O 3.17 -2.16 3.54
H 0.81 1.69 -5.96
O 0.22 1.35 -6.73
H 1.12 -1.08 -0.24
H 0.80 -0.47 -1.60
O 1.40 -1.00 -1.05
H -1.22 2.55 1.69
O -1.48 2.53 0.77
H -4.33 -1.53 -3.75
H -2.93 -1.94 -4.14
O -3.59 -1.32 -4.38
H 0.49 2.06 3.48
H -0.68 1.70 2.57
O 0.29 1.60 2.65
H -1.10 -4.85 4.51
H 0.50 -4.24 4.74
O -0.40 -4.50 4.97
H -2.54 -5.61 0.13
H -3.66 -5.59 -0.63
O -3.48 -5.28 0.26
H 0.24 5.28 -0.48
H 0.97 6.49 0.12
O 1.04 6.02 -0.74
H 0.43 -1.58 5.70
H -0.81 -2.10 6.15
O 0.03 -2.02 6.47
H -0.44 3.46 -1.66
H -1.06 4.28 -2.92
O -1.26 4.01 -2.00
H -0.03 -4.73 -3.17
H -0.38 -6.21 -2.79
O -0.16 -5.36 -2.49
H 5.60 1.29 -2.13
H 4.82 1.95 -1.09
O 5.54 2.14 -1.50
H 0.59 -1.23 1.54
H 0.50 -0.65 2.99
O 0.99 -1.29 2.42
H 0.92 3.38 1.18
O 0.78 4.36 1.13
H -2.19 -2.18 -2.24
H -2.58 -3.42 -1.83
O -2.59 -2.95 -2.62
H -0.44 0.91 -6.32
H 1.30 -0.41 -4.25
H -1.50 3.54 0.41
H 0.80 -3.66 -1.90
H 3.24 -2.51 0.79
H 1.65 4.43 1.45
O -2.78 5.10 0.48
H -2.60 5.16 -0.47
H -2.97 5.98 0.84
O 2.65 1.21 -0.93
H 2.12 0.99 -1.85
H 2.76 2.04 -0.51
O 2.76 -2.83 -4.94
H 2.39 -1.99 -4.72
H 3.73 -2.78 -4.94
O -5.77 -2.19 2.69
H -5.72 -2.60 1.85
H -5.12 -2.50 3.32
O -3.68 1.13 0.20
H -4.59 1.20 0.16
H -3.14 1.80 0.50
O -4.83 3.38 1.54
H -4.59 3.93 0.81
H -3.89 2.82 1.53
O 4.82 0.30 3.63
H 4.33 -0.19 4.19
H 4.45 0.06 2.79
```

Summary:
**Charge**: 0
**Orbital gap**: 9.63 eV
**Spin multiplicity**: 1
**E_LUMO**: -0.0242 Eh
**Relative energy (zero: lowest compared OMol25 entry of this formula, charge and spin)**: 405.2 kcal per mole
**Max |F|**: 11.117 eV Å⁻¹



Entry 4:
# H80O40

A cluster of 40 separate species, H80O40 in total at a distorted geometry (the ωB97M-V functional and the def2-TZVPD basis, OMol25).

Structure (XYZ):
```
120
Properties=species:S:1:pos:R:3
H 1.59 -0.89 4.86
H 0.39 0.26 5.06
O 0.68 -0.66 5.07
H -1.15 5.10 -3.59
H 0.10 4.05 -3.56
O -0.25 4.89 -3.85
H -0.30 -3.87 2.83
H 0.47 -4.07 1.58
O 0.12 -3.36 2.13
H -3.31 1.19 -4.08
H -3.40 2.73 -4.79
O -3.07 1.84 -4.74
H -2.74 -5.66 -0.89
H -1.61 -6.65 -1.48
O -1.86 -5.74 -1.25
H -1.56 -1.76 1.80
O -1.57 -1.78 0.82
H 1.19 -4.45 -4.56
O 0.55 -5.16 -4.46
H -4.72 -0.08 3.93
H -4.43 -0.17 5.44
O -4.45 -0.68 4.63
H -1.95 -0.42 -1.90
H -1.19 -0.69 -3.16
O -1.25 -0.02 -2.43
H -1.41 0.53 1.93
H -1.13 1.76 2.95
O -1.77 1.13 2.58
H -2.59 -1.82 4.42
H -1.02 -2.34 4.16
O -1.90 -2.07 3.80
H -2.73 3.42 2.62
O -3.62 3.90 2.64
H 2.53 -2.72 -3.67
H 1.85 -1.50 -3.57
O 2.16 -2.19 -2.95
H 0.43 -2.28 5.17
H -0.17 -3.66 5.62
O 0.25 -3.21 4.88
H 0.70 -0.61 2.88
H 1.82 -1.30 2.05
O 1.54 -0.46 2.42
H 1.42 2.03 3.66
H 0.82 3.00 4.66
O 0.61 2.18 4.18
H 0.39 -5.51 0.22
H -1.18 -5.79 0.43
O -0.32 -5.65 0.85
H -1.87 4.78 1.83
H -0.99 4.31 0.57
O -0.99 4.74 1.44
H -6.46 0.30 0.71
O -6.74 0.10 -0.18
H 1.56 4.28 1.45
H 2.98 3.77 1.59
O 2.12 3.54 1.19
H 3.79 1.99 -2.60
O 3.55 1.30 -1.97
H -1.17 -2.64 -4.39
H -0.98 -3.14 -3.01
O -0.89 -2.32 -3.52
H -0.68 2.47 -0.28
H -0.98 1.99 -1.73
O -1.35 2.46 -0.97
H 0.17 -5.06 -1.66
H 1.13 -3.78 -1.86
O 1.05 -4.69 -1.56
H 1.85 3.70 -5.33
H 1.71 2.10 -5.28
O 1.93 2.88 -5.82
H 4.47 -2.42 -1.14
H 5.20 -3.48 -1.77
O 5.37 -2.79 -1.11
H -3.78 0.43 0.53
H -2.79 1.51 -0.08
O -3.70 1.34 0.22
H -0.90 6.20 0.41
H 0.51 6.40 -0.34
O -0.37 6.76 -0.19
H 6.55 -1.37 -0.31
H 6.18 0.20 -0.42
O 6.37 -0.55 0.15
H 2.52 4.25 3.67
H 1.08 5.09 3.21
O 1.79 4.86 3.81
H 1.63 -0.04 -5.07
H 0.65 -1.22 -5.16
O 1.52 -0.93 -5.45
H -0.05 -0.98 0.57
O 0.62 -0.61 -0.05
H -4.28 -2.34 1.57
H -5.56 -2.69 2.44
O -5.22 -2.53 1.56
H -6.64 0.69 -0.93
H -1.07 -2.67 0.67
H 3.39 0.53 -2.54
H -0.22 -4.68 -4.14
H -3.97 3.78 1.75
H 0.28 0.28 -0.19
O 3.39 -0.78 0.14
H 3.13 0.07 0.50
H 2.73 -1.09 -0.49
O -4.61 0.96 -2.46
H -5.21 0.30 -2.10
H -3.86 1.02 -1.85
O 4.67 0.68 1.90
H 5.27 0.22 1.29
H 3.74 0.61 2.13
O 3.40 -1.28 4.37
H 4.34 -1.01 4.48
H 3.53 -1.17 3.41
O -2.40 -0.83 -5.56
H -2.54 0.13 -5.49
H -3.29 -1.11 -5.32
O 1.22 2.11 -3.43
H 0.27 2.04 -3.26
H 1.61 1.82 -2.59
O 3.79 2.85 3.14
H 4.40 2.14 3.39
H 3.78 2.88 2.18
```

Summary:
**Charge**: 0
**Orbital gap**: 9.64 eV
**Spin multiplicity**: 1
**E_LUMO**: -0.0261 Eh
**Relative energy (zero: lowest compared OMol25 entry of this formula, charge and spin)**: 185.0 kcal per mole
**Max |F|**: 2.911 eV Å⁻¹